No. 1
DFT (ωB97M-V with the def2-TZVPD basis set) results for a single C3H8N4O molecule in a non-equilibrium geometry.

Its structure (SMILES) is [H]/N=C\N(O)C/C=N/N. As for the spin multiplicity: 1. As for the charge: 0.

Last column: Mulliken charge in e.
Element x y z (Å)
1 H 2.548531 -1.620310 -0.043882  0.336
2 N 3.125564 -0.776520 -0.174263  -0.634
3 C 2.383832 0.472814 -0.002724  0.128
4 N 0.850125 0.156482 -0.329562  -0.162
5 O 0.595362 -0.988598 0.484702  -0.573
6 C 0.008831 1.246901 0.009965  -0.230
7 C -1.459652 0.950053 0.258770  -0.291
8 N -1.754477 -0.263890 -0.275347  -0.040
9 N -3.112743 -0.695714 -0.066016  -0.602
10 H 2.867764 1.621979 0.036986  0.263
11 H -0.530933 -0.789179 0.292792  0.493
12 H 0.422771 1.734885 1.031162  0.317
13 H -0.027499 2.038175 -0.835749  0.219
14 H -2.269759 1.722186 0.387436  0.336
15 H -3.494176 -1.766051 -0.126903  0.267
16 H -3.636940 0.005993 -0.299207  0.175

Cartesian forces, eV/Å:
-0.6 1.0 -0.5
-1.8 7.5 2.1
1.3 -6.5 -3.0
4.2 0.8 0.6
-3.8 1.4 -0.6
-0.4 3.7 2.4
-0.7 -3.2 -3.9
-1.6 1.7 3.5
4.0 -6.4 1.3
-1.5 -3.5 -0.3
2.7 -2.5 0.5
-1.1 -0.4 -2.0
0.6 -1.1 1.4
1.1 -0.7 0.6
2.1 4.0 -0.4
-4.6 4.3 -1.6

***

No. 2
DFT (ωB97M-V with the def2-TZVPD basis set) results for a single C10H14N4OSi molecule in a non-equilibrium geometry.

Its structure (SMILES) is C[Si](C)(C)n1nnn(-c2ccccc2)c1=O. As for the spin multiplicity: 1. As for the charge: 0.

Last column: Mulliken charge in e.
Element x y z (Å)
1 C -0.831928 -1.126644 2.125729  -1.120
2 Si -1.141596 -2.255440 0.586807  0.281
3 C 0.017445 -3.733544 0.644006  -1.059
4 C -3.015380 -2.558996 0.971771  -1.058
5 N -0.728924 -1.376362 -0.932709  0.449
6 N 0.431642 -1.659611 -1.525312  -0.635
7 N 1.084174 -0.627010 -1.661803  -0.366
8 N 0.338549 0.405086 -1.205973  0.462
9 C 0.994817 1.685086 -1.000546  0.400
10 C 0.230174 2.822222 -0.745257  -0.237
11 C 0.778596 4.070719 -0.546040  -0.730
12 C 2.159963 4.250576 -0.673747  -0.295
13 C 2.947922 3.220172 -1.082453  -0.615
14 C 2.358199 1.972259 -1.342506  -0.227
15 C -0.937944 -0.022488 -0.806353  0.410
16 O -1.881703 0.712867 -0.429762  -0.646
17 H 0.159129 -0.789940 2.265099  0.395
18 H -1.045961 -1.829479 2.922936  0.362
19 H -1.533994 -0.308395 1.994281  0.312
20 H 0.935424 -3.249967 0.725805  0.359
21 H -0.024395 -4.430547 -0.212025  0.322
22 H -0.233035 -4.236300 1.547649  0.353
23 H -3.608472 -1.719505 0.659383  0.315
24 H -3.196792 -3.379610 0.283079  0.323
25 H -3.151574 -2.988564 1.950184  0.353
26 H -0.857931 2.597025 -0.773708  0.373
27 H 0.171443 4.851071 -0.214036  0.403
28 H 2.619956 5.187646 -0.548207  0.402
29 H 3.962565 3.393163 -1.255140  0.419
30 H 2.999632 1.124511 -1.721150  0.296

Cartesian forces, eV/Å:
-0.2 -1.1 -1.9
-1.1 -0.1 2.2
-2.2 0.1 -1.3
2.0 -1.0 -2.1
-3.6 -0.6 1.2
0.7 -1.7 0.1
0.8 1.5 -0.5
1.0 2.0 0.1
1.2 1.5 -1.8
-1.9 -1.4 0.1
1.5 -1.0 -0.1
-1.4 -0.1 0.1
-1.8 -1.7 -0.5
0.3 -2.5 0.6
0.4 2.8 0.2
1.9 -2.6 -0.7
1.1 0.6 0.1
-0.4 0.2 0.4
-0.1 0.1 0.5
2.0 0.4 0.1
0.1 0.4 0.4
0.0 -0.6 0.8
-0.4 0.4 0.4
-0.7 -0.2 -0.2
-0.1 0.4 0.5
0.8 0.8 0.5
-0.9 1.2 0.2
0.3 1.2 0.4
1.5 0.0 -0.3
-0.8 1.1 0.5

***

Number 1: LUMO level 0.11 eV. Number 2: LUMO level 0.71 eV.